Entry 1:
{
  "formula": "C38H34I2O2P2PdS",
  "method": "ωB97M-V with the def2-TZVPD basis set",
  "symbols": ["H", "C", "C", "H", "C", "C", "C", "H", "H", "C", "C", "C", "C", "H", "C", "H", "H", "H", "C", "H", "C", "H", "C", "H", "H", "C", "H", "C", "C", "P", "H", "C", "I", "H", "H", "H", "H", "H", "P", "C", "C", "H", "C", "O", "I", "C", "H", "H", "H", "C", "H", "C", "H", "C", "C", "S", "C", "C", "Pd", "C", "H", "H", "C", "C", "C", "O", "H", "C", "C", "C", "H", "H", "H", "C", "H", "H", "C", "C", "H", "C"],
  "positions_angstrom": [[-2.05852, -5.35933, 4.18201], [-5.06131, 0.78329, 2.40384], [2.91661, 1.93458, -0.62606], [4.29294, -1.77735, 2.32382], [-1.97362, -4.28359, 4.10376], [-1.85077, -3.51564, 5.25353], [-1.72731, -2.13511, 5.16574], [1.43456, 3.27391, -2.97066], [-0.07836, 5.20727, -3.28651], [-4.19348, -3.85549, -1.04169], [5.06304, 3.50907, 0.14758], [-1.74659, -1.52062, 3.92632], [-0.82100, 2.63307, -0.52782], [3.73733, -1.65217, -4.49185], [-4.62824, 2.09641, 2.25590], [5.00503, -0.25284, -0.23026], [-4.32453, -3.94982, -3.17676], [-3.01746, 3.39322, 1.70635], [4.06041, -1.41942, 1.31824], [-5.27017, 2.91693, 2.54585], [-2.95730, -2.42878, -2.53334], [1.88273, -1.51799, -6.13402], [-2.55613, 1.31084, 1.37980], [-1.61828, -1.03759, -1.60601], [-3.85581, -3.55777, 1.05375], [2.96279, 2.46426, 0.66478], [-0.33297, 0.96105, -3.44922], [-1.96967, -3.68049, 2.85491], [0.56168, 3.39611, -2.34189], [1.41169, 1.05328, -1.11412], [3.90235, -2.28787, 0.67902], [5.21012, -0.58894, 0.78450], [1.26658, -2.90327, -1.17644], [-1.64675, -0.44368, 3.85087], [-2.73922, -2.09446, -3.53923], [5.38616, 0.28498, 1.41103], [-0.14642, -0.21296, -5.59833], [5.90650, 4.11611, 0.44846], [-1.81288, -1.37690, 1.20985], [0.66487, -0.27532, -4.88504], [-2.96346, -0.00422, 1.55200], [-4.93195, -4.62900, -0.87770], [1.61094, 0.33321, -2.75672], [-0.04757, 1.96539, 1.92123], [1.11536, -3.45416, 1.46452], [-1.69927, 3.68741, -0.72765], [3.55341, -0.48829, -2.32731], [-2.58433, 3.81243, -0.12521], [5.80118, 3.20757, -1.84383], [-3.86843, -3.45673, -2.32861], [-2.02303, -4.28798, 1.96194], [0.55843, 0.38793, -3.67218], [-4.54964, -1.29207, 2.22284], [-2.63318, -2.25835, -0.15039], [3.93710, 2.20733, -1.53409], [-0.85560, 1.43980, 0.82228], [-1.42440, 4.60469, -1.72956], [-0.29150, 4.47261, -2.52179], [0.39761, -0.69143, 0.24959], [-3.36752, 2.37251, 1.75580], [-6.04296, 0.58458, 2.81237], [2.14555, 2.28926, 1.35284], [1.80587, -1.00691, -5.18369], [-3.58557, -3.25547, 0.05114], [2.74745, -0.42407, -3.04967], [2.80042, -0.71138, 1.35385], [-1.83448, -3.99767, 6.22183], [2.84566, -1.08246, -4.26537], [-1.88926, -2.29060, 2.76611], [5.00922, 2.99320, -1.13832], [-1.61353, -1.54090, 6.06240], [2.87048, -0.02919, 2.02844], [4.06958, 3.67300, 2.04292], [-2.33591, -1.83459, -1.44868], [3.89162, 1.81551, -2.54230], [-2.10540, 5.42962, -1.88842], [4.03486, 3.25291, 1.04622], [0.28020, 2.45720, -1.35414], [6.12146, -1.18735, 0.76743], [-4.22799, -0.27034, 2.06922]],
  "forces_ev_per_angstrom": [[0.0, 0.0, 0.0], [0.0, -0.1, 0.0], [0.0, -0.2, -0.1], [-0.1, -0.1, 0.0], [0.1, -0.1, 0.0], [0.0, 0.0, 0.0], [0.0, 0.0, 0.0], [0.0, 0.0, 0.0], [0.0, 0.0, 0.0], [-0.1, 0.0, 0.1], [0.0, 0.0, 0.0], [0.0, -0.1, -0.1], [0.1, -0.7, -0.3], [0.0, 0.0, 0.0], [0.1, 0.1, 0.0], [0.0, 0.1, -0.1], [-0.1, 0.1, 0.0], [0.0, 0.0, 0.1], [0.1, 0.0, 0.1], [0.0, 0.0, 0.0], [0.0, 0.0, 0.0], [0.0, 0.0, 0.0], [0.3, -0.9, -0.3], [0.0, 0.0, -0.1], [0.0, 0.0, 0.0], [0.0, 0.0, 0.0], [0.0, 0.0, 0.0], [-0.1, 0.1, 0.0], [-0.1, 0.0, 0.1], [0.6, -0.5, 0.0], [-0.1, 0.0, 0.0], [-0.2, 0.0, 0.0], [0.0, 0.0, 0.5], [0.0, 0.0, 0.1], [0.1, 0.0, 0.0], [0.0, 0.1, 0.0], [0.0, 0.0, 0.0], [0.0, 0.0, 0.0], [0.2, -0.8, -0.5], [-0.1, 0.0, 0.0], [0.2, 0.1, 0.0], [0.0, 0.0, 0.0], [-0.1, 0.0, 0.0], [-0.1, 0.2, 0.2], [0.2, -0.8, -0.2], [-0.2, 0.1, 0.2], [0.0, 0.0, 0.0], [0.0, 0.0, -0.1], [0.0, 0.0, 0.0], [0.0, 0.0, -0.1], [0.0, 0.0, 0.0], [0.1, 0.0, 0.0], [0.0, 0.0, 0.0], [0.1, 0.0, 0.2], [-0.1, -0.1, 0.0], [0.7, -0.1, 0.3], [0.0, 0.0, 0.0], [0.0, 0.0, 0.0], [-2.4, 3.1, -0.2], [0.2, 0.3, 0.0], [0.0, 0.0, 0.0], [0.0, 0.0, 0.1], [0.0, 0.0, 0.0], [0.0, 0.1, 0.0], [0.0, 0.1, 0.1], [0.3, 0.1, 0.0], [0.0, 0.0, 0.0], [0.0, 0.0, 0.0], [0.1, 0.1, -0.1], [0.1, 0.0, -0.1], [0.0, 0.0, 0.0], [0.0, 0.1, 0.0], [0.0, 0.0, 0.0], [-0.1, -0.1, 0.1], [0.1, 0.1, 0.0], [0.0, 0.0, 0.0], [0.0, 0.0, 0.0], [-0.1, -0.1, 0.1], [0.0, 0.0, 0.0], [0.0, 0.1, 0.0]],
  "largest_force_ha_per_bohr": 0.07603,
  "homo_lumo_gap_ev": 5.95,
  "de_lowest_kcal_mol": 44.3,
  "energy_ha": -3422.57328,
  "multiplicity": 1,
  "charge": 2
}

=====

Entry 2:
{
  "formula": "C8H13AsBrCl3CoNO2Si",
  "method": "ωB97M-V with the def2-TZVPD basis set",
  "symbols": ["As", "Cl", "C", "H", "C", "C", "H", "H", "H", "Si", "H", "O", "O", "H", "C", "H", "C", "Cl", "C", "Cl", "H", "N", "C", "H", "C", "Br", "H", "H", "H", "Co", "H"],
  "positions_angstrom": [[-0.09519, 2.95852, 0.35103], [-0.29445, -2.94600, 2.23816], [-0.77847, -3.96148, -1.79310], [2.06620, -1.67085, -0.65988], [1.53748, -3.67643, -1.19464], [0.48915, -4.50722, -1.59098], [-0.54673, 4.11964, 2.50690], [-1.38315, 4.44749, -1.14046], [2.03332, 3.44392, 1.55999], [-1.13085, -1.05471, 2.01318], [0.03611, 5.31127, -0.50040], [-0.70355, 1.57992, -0.40238], [0.61502, -5.81564, -1.79865], [2.30356, 3.18890, -0.18334], [1.28233, -2.34577, -0.97833], [-1.60570, -4.58152, -2.11461], [1.78077, 2.82670, 0.69814], [-2.84642, -1.08593, 3.13805], [-1.12866, 3.44073, 1.88553], [0.20334, 0.18013, 3.09468], [2.03954, 1.79447, 0.90218], [0.06541, -1.80368, -1.14918], [-0.90426, -2.62469, -1.55704], [1.50885, -6.12300, -1.61154], [-0.32447, 4.36999, -0.91171], [-2.57364, -1.72188, -1.71468], [-2.02248, 3.94207, 1.52306], [2.53539, -4.07034, -1.04448], [0.22468, 4.12284, -1.81524], [-0.99182, -0.29197, -0.20490], [-1.39129, 2.55450, 2.45465]],
  "forces_ev_per_angstrom": [[-0.2, 0.1, -0.2], [0.0, 0.0, -0.1], [-0.2, -0.1, -0.1], [0.0, 0.0, 0.1], [0.1, -0.1, 0.0], [0.0, -0.1, 0.0], [0.0, 0.0, 0.0], [-0.1, 0.0, 0.0], [0.0, 0.0, 0.0], [0.2, 0.0, 0.5], [0.0, 0.0, 0.0], [0.0, -0.1, 0.0], [0.0, 0.0, 0.0], [0.1, 0.0, 0.0], [0.0, 0.1, 0.0], [0.1, 0.1, 0.1], [-0.1, 0.0, 0.2], [-0.1, 0.1, 0.0], [0.1, -0.1, 0.0], [0.0, 0.0, -0.1], [0.0, -0.1, 0.1], [-0.1, -0.2, 0.0], [0.0, 0.2, 0.0], [0.1, 0.0, 0.0], [0.0, 0.0, 0.0], [-0.2, -0.2, -0.2], [-0.1, 0.0, 0.0], [-0.1, 0.0, 0.0], [0.0, 0.0, -0.1], [0.3, 0.4, 0.0], [0.0, -0.1, 0.0]],
  "largest_force_ha_per_bohr": 0.01075,
  "homo_lumo_gap_ev": [8.61, 8.78],
  "energy_ha": -8380.44987,
  "multiplicity": 4,
  "charge": 1
}

=====

Entry 3:
{
  "formula": "C4HF3N2O",
  "method": "ωB97M-V with the def2-TZVPD basis set",
  "symbols": ["C", "N", "O", "H", "C", "F", "N", "C", "C", "F", "F"],
  "positions_angstrom": [[-0.68891, 0.31474, -0.86551], [-0.38234, -0.63768, 0.03398], [-0.59112, -2.53323, 1.26951], [-0.94091, -2.48787, -0.60873], [0.78682, 1.71856, 0.09744], [-1.65788, 0.21711, -1.73482], [-0.21171, 1.50276, -0.74019], [1.12857, 0.80465, 0.98553], [-0.71066, -1.92644, 0.25838], [2.11626, 0.01427, 1.19625], [1.15188, 3.01314, 0.10815]],
  "forces_ev_per_angstrom": [[-0.7, -5.2, 3.8], [-0.2, 3.7, -1.5], [0.1, 0.0, 2.2], [-0.7, -0.7, -1.6], [-3.3, 2.7, -3.0], [-0.4, -0.5, -0.5], [2.5, 3.5, -0.3], [1.9, -2.2, 2.0], [0.0, -0.7, -1.8], [0.2, -0.1, 0.5], [0.4, -0.5, 0.4]],
  "largest_force_ha_per_bohr": 0.12610,
  "homo_lumo_gap_ev": [7.78, 7.09],
  "energy_ha": -637.15059,
  "multiplicity": 3
}